Record 1
Computed, not measured: C17H27BBeCaCl3FN2O6 as an isolated structure at a distorted geometry, with wB97M-V/def2-TZVPD.

Structure (XYZ):
```
59
Properties=species:S:1:pos:R:3:forces:R:3:lowdin_charge:R:1
C 5.042491 0.434674 3.227317 0.2 0.1 0.4 -0.174
N 5.440989 1.305930 2.136167 -0.2 -0.1 -0.1 -0.117
C 4.442420 1.378230 1.061674 0.1 0.0 0.5 -0.227
B 4.354871 0.135610 0.122300 -0.2 0.3 -0.4 -0.418
C 2.980374 -0.563658 -0.256501 0.2 0.1 0.2 -0.053
C 2.036754 -0.750078 0.876554 0.0 0.0 0.0 -0.468
O 2.376141 -0.998598 2.006349 0.1 -0.3 0.2 0.110
N 0.642291 -0.643373 0.524972 -0.1 -0.2 0.1 -0.178
C -0.120821 -1.747851 1.084807 -0.1 0.2 0.4 -0.090
C 0.140752 0.654910 0.973651 0.1 0.0 -0.2 -0.064
C 5.657820 -0.513708 -0.477276 -0.4 0.1 -0.1 -0.310
C 6.102813 -1.721485 0.352177 0.2 0.1 -0.2 -0.088
F 6.723424 0.394649 -0.575637 0.1 -0.1 0.0 -0.060
H 5.840029 0.405848 3.972111 0.1 0.0 0.0 0.049
H 4.129927 0.753578 3.747679 -0.2 0.0 -0.1 0.077
H 4.882206 -0.585708 2.888985 -0.1 0.0 -0.1 0.052
H 5.551513 2.236942 2.514457 0.2 0.0 0.0 0.099
H 3.457906 1.704676 1.426438 -0.1 0.0 0.1 0.100
H 4.727754 2.126542 0.312177 0.2 0.1 0.4 0.009
H 2.483942 0.038642 -1.014238 0.1 0.0 -0.2 0.072
H 3.149088 -1.558587 -0.683709 -0.1 -0.1 -0.1 0.126
H 0.446996 -2.672195 1.014017 0.0 -0.1 -0.2 0.088
H -0.328285 -1.603740 2.152679 0.0 0.0 0.1 0.079
H -1.068705 -1.847641 0.557315 0.0 0.0 -0.1 0.061
H -0.231859 0.598077 2.001599 0.0 0.0 0.1 0.084
H 0.944655 1.388634 0.950078 0.0 0.1 -0.1 0.090
H -0.657709 1.011224 0.322270 -0.1 0.0 0.0 0.069
H 5.424167 -0.837197 -1.495082 0.2 0.1 -0.1 0.133
H 6.214670 -2.617533 -0.254770 0.0 -0.1 0.1 0.077
H 5.462028 -1.933351 1.206383 -0.1 -0.1 0.0 0.066
H 7.100496 -1.468043 0.743206 -0.4 -0.2 -0.3 -0.118
C -4.142568 -0.218423 -0.911333 -0.9 -0.3 -0.1 -0.090
C -3.722490 -1.685658 -1.064426 0.8 1.5 0.8 -0.638
O -2.651529 -1.868702 -1.783018 -1.0 -1.1 -1.6 -0.213
H -4.242077 0.277129 -1.879628 0.1 0.1 0.0 0.047
H -5.108976 -0.148265 -0.396069 0.1 0.1 0.0 0.083
H -3.408944 0.328375 -0.322916 0.2 -0.1 -0.1 0.079
H -4.669988 -2.210784 -1.564087 -1.4 -0.4 0.6 -0.051
H -3.779289 -2.134992 -0.052323 0.1 -0.5 -0.2 0.118
Ca -4.978670 -2.528405 -3.428429 2.1 0.3 0.9 1.529
C -5.821813 5.179824 -0.075072 0.0 0.0 0.1 0.203
C -4.592286 5.549078 0.597377 0.2 -0.2 -0.1 -0.342
C -3.349830 4.797475 0.145215 0.0 0.0 -0.1 -0.343
O -2.249833 5.054437 0.575012 0.0 0.1 0.1 0.163
C -3.542182 3.737190 -0.824987 0.0 -0.1 0.0 0.209
C -4.774938 3.370197 -1.479603 -0.2 0.2 0.1 -0.348
C -5.990640 4.190579 -1.107271 0.0 0.1 0.0 -0.362
O -7.067781 4.014361 -1.644030 0.0 -0.2 -0.1 0.116
O -4.878143 2.466186 -2.288670 0.2 -0.1 -0.1 0.083
O -4.525255 6.395131 1.459427 -0.2 0.1 0.0 0.152
H -6.734682 5.695782 0.204890 0.1 0.1 0.1 0.141
H -2.639869 3.182801 -1.067641 -0.1 0.0 -0.1 0.142
C -4.495554 -7.518886 -3.167358 -0.2 -0.2 -0.1 -0.993
Cl -5.030446 -8.329799 -1.713650 0.0 0.0 0.0 0.564
Cl -3.991155 -5.831912 -2.822327 0.1 0.4 0.0 0.481
H -3.632019 -8.031159 -3.572304 0.1 0.1 0.0 0.035
H -5.306375 -7.494363 -3.883829 0.0 0.1 0.0 0.027
Be 8.193311 -1.021060 2.348884 0.4 0.2 0.5 0.289
Cl 3.784883 2.278442 -1.699981 -0.2 0.0 -0.6 -0.154
```
Positions in Å, forces in eV/Å.

E_HOMO	-6.2	eV
HOMO-LUMO gap	1.50	eV
E_LUMO	-4.733	eV
total energy	-93119.788	eV



Record 2
Computed, not measured: C17H27BF4N8O3Pd as an isolated structure, with wB97M-V/def2-TZVPD.

Structure (XYZ):
```
61
Properties=species:S:1:pos:R:3:forces:R:3:mulliken_spin:R:1
Pd -0.154583 -0.243955 0.211491 -0.1 0.0 0.1 1.380
F 0.470613 -1.966799 -1.403981 0.2 0.1 0.0 0.027
B -0.789449 -2.084348 -2.103705 0.0 -0.1 0.1 -0.008
F -0.581290 -1.864999 -3.448315 0.0 0.0 0.0 -0.001
F -1.363468 -3.303244 -1.823763 0.0 0.0 0.0 -0.002
F -1.598622 -1.022334 -1.557140 0.0 -0.1 0.0 0.031
C 3.680937 2.370374 -0.822113 -0.1 0.0 0.0 0.021
N 3.118600 1.287656 -0.034278 0.0 0.0 0.0 0.031
C 3.316637 -0.040300 -0.585701 0.0 0.0 0.0 0.004
C 2.348534 1.480990 1.063973 0.0 0.0 -0.1 0.000
N 1.515147 0.544998 1.449861 -0.2 0.1 0.1 0.116
N 2.479794 2.681775 1.712924 0.0 -0.1 0.1 0.029
C 3.798464 3.220963 2.014578 0.0 0.0 0.0 -0.002
C 1.443316 3.101210 2.641955 0.0 0.0 0.0 0.007
H 3.424571 2.211390 -1.871850 0.0 0.0 0.0 0.006
H 4.770954 2.402907 -0.743379 0.0 0.0 0.0 0.000
H 3.271652 3.328786 -0.515912 0.0 0.0 0.0 -0.013
H 4.383388 -0.276612 -0.614882 0.0 0.0 0.0 0.002
H 2.926668 -0.088545 -1.605284 0.0 0.0 0.0 0.008
H 2.800545 -0.779524 0.016657 0.0 0.0 0.0 -0.005
H 1.130785 0.751725 2.362959 0.0 0.0 0.0 -0.008
H 4.563667 2.710049 1.438575 0.0 0.0 0.1 0.000
H 4.022570 3.083794 3.077058 0.0 0.0 0.0 0.001
H 3.838693 4.287306 1.786239 0.0 0.0 0.0 0.001
H 0.464215 2.777646 2.295554 0.0 0.0 0.0 0.003
H 1.440302 4.189495 2.691521 0.0 0.0 0.0 -0.001
H 1.613494 2.710838 3.653183 0.0 0.0 0.0 -0.001
C -2.786901 -2.160634 1.032048 0.0 0.0 0.0 0.004
O -1.585508 -2.471424 1.800037 0.0 0.0 0.1 0.011
C -0.493995 -1.851107 1.578968 -0.1 0.0 -0.1 0.162
C 0.561100 -2.288131 2.529919 0.0 -0.1 -0.1 0.049
H -2.742332 -2.719520 0.103647 0.0 0.0 0.0 -0.001
H -2.828616 -1.092452 0.846478 0.0 0.0 0.0 -0.004
H -3.611927 -2.486977 1.656118 0.0 0.0 0.0 0.000
H 0.368247 -3.283444 2.930068 0.0 0.0 0.0 0.001
H 0.542846 -1.570419 3.358423 0.0 0.0 0.0 -0.004
H 1.544289 -2.214334 2.071425 0.0 0.0 0.0 -0.003
O -1.250161 4.855992 0.729415 0.0 0.1 0.0 0.001
C -1.360952 5.361799 -0.581218 0.0 0.0 0.0 0.022
N -0.089497 5.881726 -0.995086 0.0 0.0 0.0 -0.006
C 0.936981 5.148292 -1.498171 0.0 0.0 0.0 -0.004
O 2.066289 5.590212 -1.603099 0.0 0.0 0.0 0.011
C 0.646904 3.745946 -1.969432 0.1 0.1 -0.1 0.047
C 0.864343 3.426351 -3.251943 0.0 -0.1 0.0 0.418
C 0.701396 2.011799 -3.626076 0.0 0.1 -0.1 0.533
C 0.474191 1.032399 -2.590952 0.0 0.0 0.1 0.167
N 0.285507 1.329562 -1.352289 0.0 -0.1 -0.2 0.284
C 0.274194 2.725388 -1.013145 0.0 -0.1 0.2 0.257
H -2.082923 4.397639 0.942394 -0.1 -0.2 0.2 -0.001
H -2.089275 6.174498 -0.623567 0.0 0.0 0.0 0.001
H -1.674743 4.584264 -1.283147 0.0 0.0 0.0 -0.012
H 0.199438 6.768675 -0.607905 0.0 0.0 0.0 0.000
H 1.177030 4.160184 -3.979771 0.0 0.0 0.0 0.009
H 0.793681 1.680008 -4.648443 0.0 0.0 0.0 -0.004
H 0.463814 -0.015441 -2.869678 0.0 0.0 0.0 0.036
H 0.053564 2.965212 0.013197 -0.1 0.0 0.0 0.289
N -1.574778 1.026828 1.243366 0.1 0.2 -0.1 0.107
C -2.408662 1.844052 1.277932 0.0 -0.1 0.3 -0.003
N -3.225909 2.828334 1.339358 0.1 0.3 -0.2 0.006
C -4.458181 2.695790 1.817165 0.0 -0.1 0.0 -0.001
N -5.537192 2.666491 2.228774 0.0 0.0 0.0 0.002
```
Positions in Å, forces in eV/Å.

⟨S²⟩	6.02
E_HOMO (spin up / spin down)	-6.8 / -8.9	eV
HOMO-LUMO gap (spin up / spin down)	6.91 / 5.38	eV
E_LUMO (spin up / spin down)	0.078 / -3.508	eV
spin multiplicity	5
total energy	-51157.014	eV



Record 3
Computed, not measured: a 4-piece molecular cluster, C17H27BF6O6S overall at a distorted geometry, with wB97M-V/def2-TZVPD.

Structure (XYZ):
```
58
Properties=species:S:1:pos:R:3:forces:R:3:lowdin_charge:R:1
O 1.845836 2.344934 4.395666 -0.5 -0.3 -1.9 0.191
C 1.538067 2.184702 3.236616 0.9 0.6 2.3 -0.353
O 1.744717 3.116367 2.271370 -0.3 -0.8 -0.3 0.121
C 0.916930 0.830751 2.810115 -0.5 0.5 0.7 -0.362
F 1.912387 0.036840 2.368476 0.2 0.0 -0.4 0.142
F 0.425400 0.267601 3.925837 0.0 -0.1 0.0 0.148
C -0.254182 0.844815 1.809185 0.1 -0.3 -0.2 -0.365
F -0.634888 -0.438164 1.671632 0.1 -0.2 0.0 0.168
F -1.273042 1.516052 2.368354 0.0 0.3 0.1 0.169
C -0.018710 1.390943 0.382320 -0.3 -0.1 -0.8 -0.397
F -0.031177 2.733945 0.363783 0.1 0.2 0.2 0.134
F -1.097742 0.992631 -0.324549 -0.2 -0.1 0.0 0.143
C 1.240044 0.851846 -0.354126 0.2 -0.6 -0.2 -0.287
O 1.150136 -0.250381 -0.851756 0.0 0.4 0.2 0.109
B 2.619351 1.655688 -0.467121 0.2 -0.4 0.2 -0.484
S 4.094842 0.818421 0.073652 0.0 0.3 -0.3 0.844
H 2.679176 3.158751 2.046981 0.4 0.3 0.2 0.126
H 2.749526 2.746285 -0.901833 -0.1 0.1 0.1 0.047
H 3.603912 -0.412879 0.298429 -0.2 0.1 0.1 -0.112
C -1.638195 2.003818 -4.882649 0.0 0.0 -0.1 -0.167
C -1.637531 0.539486 -4.446954 -0.1 0.1 0.1 -0.158
C -0.227082 0.382639 -3.901518 0.1 0.0 0.0 -0.202
O 0.147630 1.663442 -3.371553 0.0 0.1 0.1 -0.152
C -0.794620 2.652816 -3.791524 -0.1 -0.1 0.1 -0.204
H -2.633549 2.439331 -4.958977 0.0 0.0 0.0 0.110
H -1.145425 2.106491 -5.852178 0.0 0.0 0.0 0.113
H -2.371706 0.389148 -3.651396 0.0 0.0 0.0 0.114
H -1.858028 -0.162113 -5.249827 0.0 0.0 0.0 0.112
H 0.474176 0.117048 -4.689777 0.0 -0.1 0.0 0.109
H -0.160307 -0.366113 -3.113168 0.1 0.0 0.0 0.103
H -1.412114 2.934529 -2.930799 0.0 0.0 0.0 0.115
H -0.257629 3.537718 -4.135923 0.0 0.0 0.0 0.115
C 1.976170 -4.138274 -3.731381 -0.1 0.0 0.0 -0.168
C 1.681005 -4.432282 -5.198907 0.1 0.0 0.0 -0.171
C 0.722164 -3.304143 -5.551770 -0.1 0.0 0.1 -0.200
O 1.089500 -2.188708 -4.734699 0.1 -0.3 -0.1 -0.166
C 2.003686 -2.616606 -3.719128 0.1 0.1 0.0 -0.195
H 2.904876 -4.579471 -3.372867 0.0 0.0 0.0 0.111
H 1.159932 -4.505118 -3.104882 0.0 0.0 0.0 0.115
H 2.596444 -4.347325 -5.788945 0.0 0.0 0.0 0.113
H 1.254668 -5.418894 -5.373548 0.0 0.0 0.0 0.111
H -0.313430 -3.576659 -5.319865 0.0 0.0 0.0 0.118
H 0.776384 -3.013356 -6.601595 0.0 0.1 0.0 0.117
H 3.000334 -2.235644 -3.968453 0.0 0.0 0.0 0.121
H 1.700954 -2.191326 -2.761760 0.0 0.1 0.0 0.106
C -3.358247 0.584706 6.796761 0.0 0.1 0.0 -0.171
C -2.250776 0.313656 5.783074 0.0 -0.1 0.0 -0.175
C -1.004958 0.432688 6.649450 0.0 0.1 0.1 -0.210
O -1.383912 0.011841 7.963915 -0.1 0.0 -0.1 -0.138
C -2.806785 -0.089462 8.045342 0.1 -0.1 0.0 -0.209
H -4.330917 0.194390 6.500893 0.0 0.0 0.0 0.110
H -3.458120 1.659943 6.962391 0.0 0.0 0.0 0.113
H -2.341999 -0.702365 5.391407 0.0 0.0 0.0 0.118
H -2.247100 1.002648 4.940422 0.0 0.0 0.0 0.101
H -0.657606 1.470120 6.706251 0.0 0.0 -0.1 0.120
H -0.182126 -0.186963 6.297705 0.0 0.0 0.1 0.107
H -3.077904 -1.150753 8.074825 -0.1 0.0 0.0 0.116
H -3.148440 0.379968 8.968575 0.1 0.0 0.0 0.115
```
Positions in Å, forces in eV/Å.

SMILES	O=C(O)C(F)(F)C(F)(F)C(F)(F)C(=O)BS.C1CCOC1.C1CCOC1.C1CCOC1
E_HOMO	-9.2	eV
HOMO-LUMO gap	8.43	eV
E_LUMO	-0.823	eV
total energy	-58166.647	eV



Record 4
Computed, not measured: a 2-piece molecular cluster, C17H27N2O11PS overall at a distorted geometry, with wB97M-V/def2-TZVPD.

Structure (XYZ):
```
59
Properties=species:S:1:pos:R:3:forces:R:3:lowdin_charge:R:1
C 0.506746 4.320570 -2.848296 0.1 -0.2 0.4 -0.137
C -0.672219 3.251763 -2.377541 0.2 0.5 0.3 -0.226
C -2.041156 4.011535 -1.833724 1.2 -0.2 -0.2 -0.182
N -3.222392 3.035203 -1.665635 -0.5 4.2 -3.1 -0.128
O -2.806469 1.856316 -1.160663 -2.0 -4.1 3.6 -0.134
C -3.966051 1.221571 -0.451007 -5.4 2.8 -4.1 -0.295
O -5.175676 1.430630 -1.022253 7.8 -2.1 4.3 0.000
N -3.779389 0.432657 0.827512 2.7 -0.2 -1.2 -0.117
C -3.405185 -1.011892 0.579512 -0.3 -0.9 -0.4 -0.215
O -4.366428 -1.982925 1.198836 2.7 -0.5 -1.5 -0.169
C -3.700984 -3.300541 0.927067 0.9 -1.0 0.0 -0.159
C -2.860283 -3.851604 2.263480 -0.7 1.7 -0.5 -0.159
O -1.716939 -4.675256 1.846876 -2.1 -0.7 1.9 -0.194
C -1.485383 -5.820159 2.737990 1.6 -1.0 -0.3 -0.166
C -0.012083 -5.650735 3.509989 -1.9 0.0 -0.5 -0.175
O 0.901808 -5.092488 2.495178 0.5 -0.8 2.7 -0.205
C 2.237139 -4.811580 3.045392 1.2 1.4 -0.4 -0.245
C 2.258880 -3.677972 4.241737 -0.1 -0.3 0.6 -0.113
P -2.576283 1.237865 1.876325 0.4 3.0 1.6 0.422
O -0.922573 1.086960 1.331329 -3.5 -2.1 0.6 -0.233
O -2.834881 0.594951 3.500820 0.6 1.1 -2.5 -0.298
S -2.969760 3.179828 1.987666 0.3 -1.8 -0.2 0.270
H 0.873912 4.078010 -3.945865 -0.6 0.6 2.5 0.063
H 1.467587 4.212816 -2.152176 -2.1 0.1 -1.8 0.069
H 0.138604 5.436119 -2.786790 0.4 -2.0 -0.1 0.062
H -0.922556 2.573527 -3.304884 0.2 1.2 1.8 0.103
H -0.263740 2.554478 -1.516525 -0.8 1.4 -1.8 0.100
H -2.330336 4.832048 -2.639588 0.2 -1.9 1.7 0.127
H -1.886972 4.568374 -0.814746 -0.1 -1.2 -1.9 0.105
H -3.591838 2.926075 -2.653935 0.6 -0.6 1.6 0.132
H -3.448482 -1.187618 -0.578477 0.4 0.2 2.2 0.163
H -2.344712 -1.269523 1.057740 -2.1 0.6 -1.2 0.133
H -4.484064 -4.116058 0.587116 1.4 1.9 0.7 0.139
H -2.887664 -3.193008 0.068857 -1.8 -0.3 1.7 0.132
H -3.644854 -4.389019 2.944311 1.7 0.8 -1.1 0.128
H -2.451017 -2.875576 2.791624 -0.9 -2.0 -0.8 0.138
H -2.336226 -6.035676 3.510987 1.5 0.7 -1.4 0.125
H -1.382567 -6.775932 2.057955 -0.3 1.9 1.2 0.131
H 0.271353 -6.720853 3.889780 -0.1 1.9 -0.7 0.130
H -0.215699 -4.952597 4.426689 0.8 -1.1 -1.7 0.118
H 2.825932 -5.751984 3.418184 -1.5 1.4 -0.7 0.116
H 2.875690 -4.355289 2.147209 -1.6 -1.2 1.8 0.138
H 2.724802 -4.214102 5.191709 -1.1 1.4 -1.8 0.079
H 2.923146 -2.751790 3.976640 -1.3 -1.9 0.4 0.080
H 1.170829 -3.264504 4.500945 2.4 -1.0 -0.6 0.083
H -0.771563 0.231546 0.829013 -0.1 1.3 0.7 0.083
H -3.025016 1.394279 4.091841 0.4 -1.2 -1.6 0.061
C 5.001706 4.092232 -5.106423 2.5 0.1 -1.0 -0.035
C 3.883938 3.934097 -4.376902 -1.7 -0.2 1.0 -0.455
C 4.150962 3.432764 -2.960874 2.4 -0.8 1.2 -0.345
O 3.279705 3.286279 -2.097774 -0.6 0.1 -0.2 -0.050
C 5.548688 3.089547 -2.588236 -3.0 -0.1 1.1 -0.039
C 6.665558 3.235392 -3.322785 2.4 0.1 -1.1 -0.480
C 6.409785 3.837852 -4.701692 -1.7 0.8 -1.4 -0.363
O 7.296727 4.126143 -5.511205 0.4 -0.3 0.5 -0.035
O 7.858825 2.942071 -3.003781 -0.6 0.1 0.0 -0.116
O 2.682994 4.152976 -4.724742 0.4 0.0 -0.3 -0.126
H 4.913854 4.455494 -6.124289 0.0 0.1 -0.1 0.082
H 5.632273 2.676713 -1.589502 0.0 0.0 0.1 0.081
```
Positions in Å, forces in eV/Å.

E_HOMO	0.1	eV
HOMO-LUMO gap	2.69	eV
E_LUMO	2.736	eV
total energy	-63684.051	eV
net charge	-2